# C38H33N2O6RuSTe

C38H33N2O6RuSTe as an isolated structure (ωB97M-V with the def2-TZVPD basis set, the Open Molecules 2025 dataset).

Summary:
Energy above the lowest of the compared OMol25 structures with the same formula, charge and spin   0.101 eV
Frontier orbital gap (spin up / spin down)   6.01 / 4.83 eV
Spin multiplicity   5
Charge   +1

Geometry (Å):
1 Ru -0.387 1.125 -0.352
2 C 1.002 -5.639 -0.958
3 C 0.929 -4.134 -1.045
4 C 2.078 -3.356 -1.119
5 C 2.030 -1.974 -1.220
6 C 3.337 -1.202 -1.241
7 O 4.124 -1.392 -0.346
8 C 3.646 -0.296 -2.387
9 C 2.857 -0.261 -3.537
10 C 3.209 0.560 -4.597
11 C 4.347 1.351 -4.510
12 C 5.142 1.315 -3.369
13 C 4.798 0.488 -2.314
14 C 0.804 -1.325 -1.194
15 O 0.834 0.042 -1.270
16 C -0.378 -2.079 -1.101
17 C -0.283 -3.478 -1.047
18 C -1.697 -1.470 -1.064
19 N -1.868 -0.192 -0.818
20 C -3.190 0.498 -0.945
21 C -2.869 1.969 -0.924
22 Te -4.357 3.468 -0.477
23 C -4.502 2.836 1.533
24 C -3.825 3.543 2.527
25 C -3.848 3.075 3.840
26 C -4.548 1.918 4.156
27 C -5.241 1.229 3.171
28 C -5.223 1.684 1.854
29 C -2.887 -2.306 -1.330
30 C -3.109 -2.809 -2.608
31 C -4.245 -3.563 -2.857
32 C -5.139 -3.834 -1.827
33 C -4.901 -3.347 -0.546
34 C -3.778 -2.576 -0.295
35 H 2.036 -5.978 -0.914
36 H 0.536 -6.106 -1.827
37 H 0.491 -6.008 -0.068
38 H 3.051 -3.832 -1.087
39 H 1.974 -0.883 -3.609
40 H 2.603 0.579 -5.493
41 H 4.622 1.993 -5.337
42 H 6.034 1.925 -3.313
43 H 5.411 0.422 -1.423
44 H -1.197 -4.053 -0.981
45 H -3.832 0.231 -0.110
46 H -3.667 0.194 -1.872
47 H -2.360 2.327 -1.823
48 H -2.259 2.125 0.013
49 H -3.276 4.446 2.273
50 H -3.311 3.613 4.614
51 H -4.557 1.556 5.177
52 H -5.802 0.335 3.425
53 H -5.774 1.150 1.094
54 H -2.394 -2.614 -3.400
55 H -4.426 -3.951 -3.851
56 H -6.019 -4.434 -2.022
57 H -5.587 -3.579 0.259
58 H -3.577 -2.204 0.705
59 C 6.278 1.381 2.265
60 C 4.780 1.279 2.309
61 C 4.004 1.720 1.236
62 C 2.628 1.618 1.264
63 C 2.000 1.084 2.387
64 C 2.750 0.667 3.480
65 C 4.130 0.760 3.428
66 S 0.263 0.790 2.435
67 O -0.020 -0.340 1.519
68 O -0.111 0.625 3.793
69 N -0.507 1.957 1.623
70 C -0.092 3.375 1.711
71 C -0.455 3.839 0.336
72 O -1.247 4.630 0.118
73 O 0.120 3.054 -0.622
74 H 6.640 1.368 1.237
75 H 6.746 0.558 2.803
76 H 6.616 2.314 2.722
77 H 4.484 2.140 0.359
78 H 2.071 1.981 0.414
79 H 2.252 0.264 4.354
80 H 4.715 0.417 4.274
81 H 0.982 3.448 1.879
82 H -0.617 3.946 2.469


# C38H34As2PRhSe2

C38H34As2PRhSe2 as an isolated structure (ωB97M-V with the def2-TZVPD basis set, the Open Molecules 2025 dataset).

Summary:
Frontier orbital gap (spin up / spin down)   8.47 / 5.76 eV
Spin multiplicity   5
Charge   +2

Geometry (Å):
1 Rh -2.169 0.438 0.588
2 C 0.586 -0.673 -2.228
3 C 0.057 0.765 -2.441
4 As -0.405 1.638 -0.774
5 C -1.411 3.178 -1.322
6 C -1.065 4.477 -0.970
7 C -1.829 5.545 -1.414
8 C -2.963 5.304 -2.156
9 C -3.371 4.010 -2.526
10 C -2.547 2.960 -2.086
11 C 1.236 2.420 -0.093
12 C 2.123 3.152 -0.878
13 C 3.140 3.900 -0.263
14 C 3.218 3.877 1.149
15 C 2.460 2.995 1.911
16 C 1.438 2.327 1.278
17 As 2.409 -0.586 -1.620
18 C 3.582 0.599 -2.542
19 C 3.244 0.597 -3.888
20 C 4.026 1.251 -4.811
21 C 5.124 1.994 -4.399
22 C 5.487 1.927 -3.079
23 C 4.752 1.263 -2.101
24 C 2.442 -0.603 0.284
25 C 1.332 -1.082 0.960
26 C 1.369 -1.230 2.328
27 C 2.465 -0.763 3.067
28 C 3.618 -0.329 2.408
29 C 3.565 -0.157 1.048
30 H 0.605 -1.093 -3.242
31 H 0.033 -1.305 -1.490
32 H -0.846 0.682 -3.042
33 H 0.790 1.353 -3.036
34 H -0.290 4.701 -0.226
35 H -1.481 6.526 -1.173
36 H -3.500 6.203 -2.534
37 H -4.324 3.925 -3.021
38 H -2.698 1.935 -2.480
39 H 2.083 3.136 -1.986
40 H 3.793 4.534 -0.856
41 H 3.981 4.470 1.585
42 H 2.581 2.969 2.968
43 H 0.703 1.748 1.872
44 H 2.398 -0.045 -4.251
45 H 3.880 1.077 -5.895
46 H 5.716 2.543 -5.118
47 H 6.346 2.459 -2.746
48 H 5.074 1.304 -1.085
49 H 0.516 -1.570 0.372
50 H 0.587 -1.698 2.891
51 H 2.358 -0.850 4.121
52 H 4.496 -0.190 3.030
53 H 4.413 0.236 0.573
54 Se -2.595 -0.522 2.805
55 P -2.812 -2.198 1.469
56 Se -2.645 -1.627 -0.676
57 C -1.602 -3.442 1.846
58 C -1.274 -4.362 0.880
59 C -0.366 -5.341 1.192
60 C 0.283 -5.355 2.412
61 C -0.050 -4.411 3.417
62 C -1.041 -3.473 3.137
63 C -4.452 -2.895 1.659
64 C -5.569 -2.214 1.240
65 C -6.852 -2.644 1.595
66 C -7.005 -3.759 2.355
67 C -5.892 -4.577 2.626
68 C -4.592 -4.112 2.297
69 H -1.776 -4.354 -0.208
70 H -0.122 -6.076 0.429
71 H 1.039 -6.058 2.601
72 H 0.441 -4.398 4.359
73 H -1.376 -2.733 3.828
74 H -5.527 -1.351 0.599
75 H -7.681 -2.113 1.138
76 H -8.001 -4.073 2.676
77 H -5.944 -5.496 3.117
78 H -3.717 -4.656 2.544


# C38H34Br2N10OPTi

C38H34Br2N10OPTi as an isolated structure (ωB97M-V with the def2-TZVPD basis set, the Open Molecules 2025 dataset).

Summary:
Energy above the lowest of the compared OMol25 structures with the same formula, charge and spin   0.000 eV
Frontier orbital gap (spin up / spin down)   4.91 / 7.36 eV
Spin multiplicity   3
Charge   +1

Geometry (Å):
1 Ti 0.017 0.363 0.208
2 C -1.885 -3.499 -1.237
3 C -0.381 -3.495 -1.211
4 C 0.308 -4.696 -1.067
5 C 1.689 -4.677 -1.065
6 C 2.339 -3.469 -1.246
7 C 1.577 -2.319 -1.397
8 N 0.244 -2.325 -1.342
9 C 2.225 -1.011 -1.694
10 C 3.452 -0.994 -2.315
11 C 4.043 0.236 -2.635
12 C 3.379 1.392 -2.351
13 C 2.112 1.334 -1.725
14 N 1.565 0.133 -1.385
15 C 1.325 2.490 -1.444
16 C 1.818 3.789 -1.681
17 C 1.009 4.873 -1.523
18 C -0.347 4.626 -1.214
19 C -0.790 3.357 -0.957
20 C -2.279 3.197 -0.775
21 N 0.055 2.265 -0.919
22 H -2.249 -4.422 -1.689
23 H -2.257 -2.656 -1.814
24 H -2.293 -3.444 -0.226
25 H -0.239 -5.623 -0.960
26 H 2.257 -5.589 -0.932
27 H 3.417 -3.423 -1.239
28 H 3.941 -1.918 -2.581
29 H 5.005 0.272 -3.126
30 H 3.821 2.335 -2.633
31 H 2.847 3.924 -1.982
32 H 1.373 5.878 -1.686
33 H -1.068 5.432 -1.225
34 H -2.783 3.884 -1.454
35 H -2.591 3.457 0.238
36 H -2.613 2.194 -1.007
37 C -5.166 -0.427 -2.190
38 N -3.729 -0.266 -2.043
39 C -2.844 -0.175 -3.089
40 C -1.607 -0.025 -2.537
41 N -1.719 -0.021 -1.178
42 C -3.004 -0.166 -0.899
43 P -3.717 -0.240 0.764
44 C -2.856 1.163 1.539
45 N -1.553 1.399 1.518
46 C -1.344 2.450 2.369
47 C -2.534 2.855 2.895
48 N -3.485 2.033 2.362
49 C -4.914 2.105 2.637
50 C -2.573 -1.476 1.431
51 N -1.259 -1.367 1.344
52 C -0.752 -2.484 1.957
53 C -1.781 -3.254 2.420
54 N -2.939 -2.603 2.082
55 C -4.292 -3.053 2.365
56 H -5.591 0.441 -2.690
57 H -5.378 -1.319 -2.778
58 H -5.624 -0.533 -1.211
59 H -3.170 -0.230 -4.113
60 H -0.655 0.077 -3.029
61 H -0.368 2.846 2.569
62 H -2.781 3.636 3.593
63 H -5.090 2.929 3.323
64 H -5.470 2.285 1.720
65 H -5.265 1.184 3.098
66 H 0.304 -2.666 2.018
67 H -1.789 -4.188 2.954
68 H -4.237 -4.016 2.865
69 H -4.806 -2.349 3.017
70 H -4.859 -3.170 1.443
71 Br 3.075 -3.222 2.216
72 C 3.335 -1.350 2.286
73 C 4.495 -0.856 2.913
74 C 4.707 0.487 3.020
75 Br 6.285 1.106 3.861
76 C 3.759 1.411 2.515
77 C 3.862 2.817 2.584
78 C 2.867 3.588 2.055
79 C 1.760 2.969 1.450
80 N 1.618 1.663 1.374
81 C 2.612 0.888 1.892
82 C 2.381 -0.513 1.746
83 O 1.277 -0.880 1.153
84 H 5.221 -1.549 3.314
85 H 4.726 3.269 3.052
86 H 2.923 4.667 2.087
87 H 0.979 3.574 1.007


# C38H34IN2PS2Sr

C38H34IN2PS2Sr as an isolated structure (ωB97M-V with the def2-TZVPD basis set, the Open Molecules 2025 dataset).

Summary:
Energy above the lowest of the compared OMol25 structures with the same formula, charge and spin   3.675 eV
Frontier orbital gap   7.35 eV
Charge   0

Geometry (Å):
1 Sr 0.015 0.922 -0.117
2 C -1.893 -0.456 -2.347
3 N -2.115 0.838 -1.677
4 C -2.050 1.942 -2.647
5 C -0.625 2.397 -2.923
6 N 0.030 2.969 -1.741
7 C 1.411 3.363 -2.040
8 C -0.680 4.059 -1.094
9 C -1.400 4.973 -1.863
10 C -2.093 6.017 -1.282
11 C -2.053 6.160 0.100
12 C -1.314 5.280 0.863
13 C -0.594 4.213 0.300
14 S 0.392 3.226 1.377
15 C -3.354 0.795 -0.899
16 C -4.514 1.334 -1.453
17 C -5.708 1.329 -0.748
18 C -5.748 0.770 0.517
19 C -4.592 0.212 1.047
20 C -3.375 0.199 0.368
21 S -1.994 -2.842 0.410
22 H -2.665 -0.641 -3.104
23 H -1.925 -1.265 -1.614
24 H -0.918 -0.466 -2.847
25 H -2.611 2.784 -2.247
26 H -2.512 1.657 -3.601
27 H -0.627 3.089 -3.776
28 H -0.011 1.547 -3.246
29 H 1.448 4.158 -2.795
30 H 1.971 2.502 -2.420
31 H 1.882 3.717 -1.123
32 H -1.427 4.858 -2.940
33 H -2.657 6.706 -1.897
34 H -2.596 6.964 0.582
35 H -1.269 5.399 1.938
36 H -4.502 1.766 -2.445
37 H -6.597 1.758 -1.192
38 H -6.669 0.760 1.085
39 H -4.645 -0.237 2.035
40 I -1.801 -0.936 1.748
41 C -0.447 -2.065 3.163
42 C -0.942 -1.936 4.433
43 C -0.442 -2.674 5.526
44 C 0.534 -3.594 5.307
45 C 1.091 -3.764 4.016
46 C 2.091 -4.747 3.826
47 C 2.672 -4.926 2.610
48 C 2.319 -4.074 1.549
49 C 1.361 -3.102 1.685
50 P 1.189 -1.912 0.302
51 C 2.540 -0.717 0.672
52 C 2.964 0.153 -0.345
53 C 3.765 1.252 -0.065
54 C 4.149 1.513 1.242
55 C 3.737 0.664 2.257
56 C 2.939 -0.439 1.981
57 C 1.818 -2.788 -1.170
58 C 3.171 -2.893 -1.492
59 C 3.567 -3.557 -2.643
60 C 2.618 -4.129 -3.479
61 C 1.270 -4.032 -3.164
62 C 0.870 -3.359 -2.018
63 C 0.650 -2.956 2.925
64 H -1.781 -1.268 4.607
65 H -0.862 -2.532 6.513
66 H 0.906 -4.215 6.114
67 H 2.380 -5.358 4.674
68 H 3.423 -5.690 2.459
69 H 2.838 -4.185 0.606
70 H 2.690 -0.057 -1.379
71 H 4.086 1.905 -0.867
72 H 4.758 2.378 1.467
73 H 4.030 0.865 3.279
74 H 2.618 -1.086 2.787
75 H 3.920 -2.456 -0.842
76 H 4.620 -3.633 -2.882
77 H 2.930 -4.650 -4.375
78 H 0.527 -4.478 -3.812
79 H -0.180 -3.278 -1.762


We obtain electronic energy values of -2789.5591 -11194.1251 -8430.1452 -3044.0554 Ha for the records listed above, in that order.
We obtain max |F| values of 0.1100 0.0581 0.0110 0.0038 Eh/bohr for the records listed above, in that order.